# C28H78F3N8O14

A cluster of 9 separate species, C28H78F3N8O14 in total in a non-equilibrium geometry (the ωB97M-V functional and the def2-TZVPD basis, the OMol25 dataset).

Geometry as XYZ:
```
131
Properties=species:S:1:pos:R:3
C -11.8975 12.9797 16.8997
C -11.7304 12.3650 15.4876
C -12.7911 11.4013 14.9626
O -12.3510 10.8395 13.7336
C -13.4258 10.2849 12.9008
N -11.4922 13.4570 14.4509
H -10.6444 14.0054 14.4246
H -11.5828 13.0611 13.5262
H -12.2123 14.1648 14.4290
H -11.7418 12.2938 17.7324
H -12.8457 13.4993 17.0377
H -11.0455 13.6058 17.1648
H -10.8048 11.8173 15.3107
H -13.7079 11.9817 14.8591
H -12.9694 10.7157 15.7910
H -14.1512 9.6268 13.3791
H -13.0375 9.7465 12.0362
H -14.1038 11.0319 12.4880
C -11.8925 24.7619 10.4685
C -12.6799 23.6576 9.6369
C -13.2322 24.2376 8.3109
O -13.8341 23.1828 7.5788
C -13.7365 23.5362 6.1748
N -11.7809 22.4808 9.3911
H -12.2199 21.8667 8.7201
H -10.8681 22.6844 9.0097
H -11.5918 21.9351 10.2196
H -10.9816 25.0542 9.9460
H -11.7269 24.4343 11.4948
H -12.5197 25.6504 10.5419
H -13.4666 23.2469 10.2698
H -12.4878 24.8133 7.7609
H -13.9926 24.9690 8.5847
H -14.5251 22.9286 5.7310
H -12.7010 23.3294 5.9042
H -13.9610 24.5928 6.0292
C -6.1235 28.3496 15.1337
C -6.5282 28.1067 16.6376
C -7.8055 28.7239 17.1193
O -8.7799 28.0349 16.3707
C -10.1313 28.5091 16.5207
N -6.5772 26.6132 16.9180
H -5.6447 26.2354 16.8304
H -6.7658 26.3034 17.8606
H -7.1897 26.1041 16.2969
H -6.6306 27.7502 14.3776
H -5.0969 28.0635 14.9048
H -6.1636 29.4154 14.9090
H -5.7187 28.3156 17.3370
H -7.9071 29.8090 17.1074
H -7.8535 28.6323 18.2044
H -10.8671 28.0240 15.8794
H -10.2897 29.5611 16.2836
H -10.3657 28.4338 17.5825
C -5.9248 16.3158 8.8294
C -5.6856 15.1532 9.8348
C -5.5365 13.8423 9.0444
O -5.3285 12.6422 9.8549
C -6.5133 12.1816 10.5227
N -4.4190 15.4454 10.6508
H -4.3364 16.3340 11.1236
H -4.2228 14.8027 11.4048
H -3.6203 15.4339 10.0327
H -6.1449 17.3007 9.2413
H -6.6880 16.1324 8.0731
H -4.9552 16.4882 8.3622
H -6.4136 15.1496 10.6460
H -4.7771 13.9718 8.2732
H -6.3658 13.5947 8.3818
H -7.4161 12.2848 9.9207
H -6.7312 12.8497 11.3559
H -6.4130 11.1882 10.9597
C -1.7734 17.4892 21.5490
C -2.2503 16.1954 20.7958
C -1.8819 14.9314 21.6483
O -2.5950 15.0771 22.9382
C -2.6401 13.9550 23.7384
N -3.7605 16.2298 20.5316
H -3.8386 17.1044 20.0324
H -3.9996 15.5306 19.8431
H -4.3744 16.2778 21.3322
H -1.8653 17.4805 22.6351
H -2.2688 18.3870 21.1793
H -0.6884 17.5211 21.4498
H -1.8272 16.0869 19.7972
H -0.8209 14.7210 21.7827
H -2.1802 14.1052 21.0029
H -3.4598 14.1062 24.4408
H -1.6642 13.7466 24.1768
H -2.8534 13.0580 23.1571
C -12.9388 22.1926 20.8417
C -12.9320 20.9594 21.7457
C -14.3372 20.4488 22.2515
O -14.1447 19.2693 23.1040
C -15.3168 18.7756 23.7403
N -12.2306 19.8426 20.9348
H -11.3258 20.0767 20.5517
H -12.1542 19.0432 21.5472
H -12.7543 19.5795 20.1122
H -13.6347 22.9511 21.2003
H -13.2026 22.0580 19.7928
H -11.9531 22.6580 20.8434
H -12.3730 21.1383 22.6643
H -14.9607 20.1796 21.3989
H -14.8540 21.2082 22.8383
H -15.7355 19.5534 24.3789
H -15.0373 17.8725 24.2829
H -16.0996 18.4175 23.0716
N -6.3106 22.6505 22.3678
O -5.6993 22.3685 23.3712
O -6.5130 23.8242 22.1487
O -6.4381 21.7982 21.4389
N -8.3273 19.9610 14.9944
O -8.6060 21.1165 15.0385
O -8.5578 19.3825 13.9358
O -7.8714 19.3854 15.9454
C -0.5054 23.8037 15.6710
O -1.6125 23.7525 14.7470
O -1.0391 24.3299 16.8631
C 0.1575 22.3679 15.7916
F 0.8043 21.9891 14.6798
F 1.0318 22.2949 16.7555
F -0.7479 21.4074 15.9733
C -1.5152 23.4515 13.3934
C -2.8367 22.7796 12.9744
H -3.6596 23.4816 13.1087
H -2.8253 22.3757 11.9621
H -3.0042 21.8583 13.5325
H -0.7302 22.7400 13.1374
H -1.2644 24.3326 12.8027
H 0.2679 24.4851 15.3162
```

Calculated values
**Electronic energy**: -2903.014439 Ha
**LUMO**: -6.43 eV
**Frontier orbital gap**: 1.4 eV
**HOMO level**: -7.82 eV
**Total charge**: +3

# C22H32BrN6O2Sn

A structure of composition C22H32BrN6O2Sn in a non-equilibrium geometry (the ωB97M-V functional and the def2-TZVPD basis, the OMol25 dataset).

Geometry as XYZ:
```
64
Properties=species:S:1:pos:R:3
Sn -0.0382 0.9156 -1.9204
N -2.4735 1.1199 -3.1143
C -2.8251 -0.0484 -3.9409
C -2.1903 -1.3097 -3.3671
N -0.7235 -1.2681 -3.3322
C -0.1598 -1.2421 -4.6911
C 0.2858 0.1487 -5.1419
N 1.2141 0.7469 -4.1666
C -0.2348 -2.4258 -2.5748
C 1.2316 -2.2987 -2.1711
N 1.4135 -1.1416 -1.2811
H -3.1142 1.1491 -2.3202
H -2.6840 1.9686 -3.6426
H -2.4876 0.1197 -4.9625
H -3.9066 -0.2105 -3.9778
H -2.5304 -2.1739 -3.9499
H -2.5540 -1.4280 -2.3441
H -0.9020 -1.6086 -5.4049
H 0.6967 -1.9155 -4.7374
H -0.5702 0.8219 -5.2193
H 0.7439 0.0479 -6.1332
H 1.4862 1.6692 -4.5078
H 2.0790 0.2057 -4.1473
H -0.3712 -3.3503 -3.1489
H -0.8309 -2.5078 -1.6613
H 1.8686 -2.1546 -3.0438
H 1.5308 -3.2374 -1.6894
H 2.4053 -0.9164 -1.2243
H 1.1237 -1.3979 -0.3398
O 3.4041 3.3348 2.8675
C 2.5700 4.2726 2.3850
C 2.5622 5.5871 2.8551
C 1.7590 6.5258 2.2440
C 0.9520 6.1682 1.1692
C 0.9416 4.8667 0.6938
C 1.6819 3.9060 1.3558
C 1.5973 2.4071 0.9494
O 1.1607 2.1411 -0.2412
N 0.9912 1.6068 1.9892
N 0.1333 0.7039 1.6727
C -0.3681 -0.1381 2.5401
C -1.4011 -0.9949 2.1411
Br -2.1834 -0.5541 0.4449
C -1.9594 -2.1084 2.7526
C -1.4610 -2.9812 3.7409
C -0.1884 -2.8815 4.3596
C 0.2570 -3.8699 5.1997
C -0.5151 -5.0169 5.4272
C -1.7685 -5.1442 4.8266
C -2.2468 -4.1360 4.0273
H 3.9988 3.7007 3.5406
H 3.2206 5.8644 3.6643
H 1.7698 7.5469 2.5920
H 0.2804 6.8879 0.7287
H 0.3128 4.5823 -0.1326
H 2.6970 2.1834 1.0557
H 1.2926 1.7522 2.9601
H -0.0421 -0.1513 3.5812
H -2.8868 -2.4461 2.3028
H 0.4623 -2.0516 4.1470
H 1.2235 -3.7807 5.6685
H -0.1400 -5.8022 6.0699
H -2.3608 -6.0329 4.9842
H -3.2292 -4.2244 3.5934
```

Calculated values
**Electronic energy**: -4123.799307 Ha
**LUMO (alpha / beta)**: -11.96 / -11.96 eV
**Frontier orbital gap (alpha / beta)**: 3.4 / 3.4 eV
**HOMO level (alpha / beta)**: -15.34 / -15.34 eV
**Total charge**: +3
**ΔE to the lowest compared entry with this formula, charge and spin**: 54.9 kcal/mol

# ClHNO2S

A cluster of 2 separate species, ClHNO2S in total in a non-equilibrium geometry (the ωB97M-V functional and the def2-TZVPD basis, the OMol25 dataset).

Geometry as XYZ:
```
6
Properties=species:S:1:pos:R:3
N -0.2769 -0.7869 0.4827
O 4.5746 0.7125 1.1131
O 4.1252 0.5036 -1.2817
S 4.2112 -0.1932 0.0109
Cl 1.3381 -1.1453 0.0011
H -0.5898 -0.0365 -0.1371
```

Calculated values
**Electronic energy**: -1064.172271 Ha
**LUMO (alpha / beta)**: 2.62 / 2.91 eV
**Frontier orbital gap (alpha / beta)**: 4.7 / 5.5 eV
**HOMO level (alpha / beta)**: -2.09 / -2.54 eV
**Total charge**: -1
**ΔE to the lowest compared entry with this formula, charge and spin**: 65.2 kcal/mol

Number 1: M 807.968 u. Number 2: M 611.153 u. Number 3: M 114.533 u.